[1]
{
  "formula": "C6H18NO",
  "method": "wB97M-V/def2-TZVPD",
  "species": ["C", "C", "C", "C", "C", "C", "N", "H", "H", "H", "H", "H", "H", "H", "H", "H", "H", "H", "H", "H", "H", "H", "H", "H", "H", "O"],
  "coordinates": [[0.16782, -0.40273, -2.40202], [0.01712, -0.97504, -0.98020], [-0.86286, -0.26980, 0.04358], [-1.23648, -1.23562, 1.18853], [-0.53566, 1.14519, 0.46506], [-1.66611, 2.16820, 0.27811], [1.48120, -1.10103, -0.45486], [0.94726, -0.87642, -2.99251], [0.34602, 0.67892, -2.34050], [-0.78139, -0.60166, -2.89976], [-0.31044, -2.02014, -1.03683], [-1.82214, -0.13312, -0.49866], [-1.79966, -2.10477, 0.86872], [-1.80687, -0.61224, 1.87371], [-0.31522, -1.42631, 1.74260], [0.27651, 1.54835, -0.17268], [-0.25741, 1.26489, 1.51052], [-2.63456, 1.72355, 0.57097], [-1.84618, 2.67575, -0.66681], [-1.61546, 2.97246, 1.01377], [2.03667, -0.30060, -0.71966], [1.94786, -1.99068, -0.56894], [1.34832, -1.06096, 0.55924], [2.63820, 0.75659, 2.34953], [3.60635, 0.20842, 1.50134], [2.67712, -0.03116, 1.76772]],
  "e_homo_ev": -15.0,
  "total_charge": 1,
  "e_tot_ha": -369.14740,
  "max_force_ha_per_bohr": 0.0545
}

[2]
{
  "formula": "C6H18NO3Si",
  "method": "wB97M-V/def2-TZVPD",
  "species": ["C", "C", "C", "C", "C", "C", "N", "O", "O", "O", "Si", "H", "H", "H", "H", "H", "H", "H", "H", "H", "H", "H", "H", "H", "H", "H", "H", "H", "H"],
  "coordinates": [[2.17306, 2.08713, -1.03175], [-1.08240, 0.13075, 1.66788], [-0.59931, -2.17957, 1.24389], [2.31910, 0.63040, -0.95015], [1.60993, -0.02460, 0.18383], [0.18147, -0.42766, -0.28964], [-0.84931, -0.86222, 0.63720], [-1.82032, -1.99010, -1.54112], [-1.66646, 2.81508, -0.44696], [-2.77703, 0.43305, -1.13017], [-2.45350, -1.00240, -0.44254], [1.89722, 2.52194, -0.14251], [-0.94647, 2.83355, 0.20885], [2.41982, 2.61454, -1.82463], [-0.16972, 0.22807, 2.39709], [-1.23913, 1.14028, 1.33273], [-1.75578, -0.13200, 2.51710], [0.42122, -2.36049, 1.44824], [-1.08124, -2.47602, 2.22978], [-0.87962, -2.84689, 0.53309], [1.83940, 0.28415, -1.96139], [3.43732, 0.29870, -1.07937], [2.25024, -0.93387, 0.46348], [1.67294, 0.67917, 1.08487], [-0.23373, 0.32528, -0.86976], [0.53104, -1.28305, -0.92326], [-2.39792, -2.34270, -2.31065], [-1.87949, 3.60783, -0.86277], [-2.24199, 1.21067, -0.90268]],
  "e_homo_ev": [-12.7, -11.2],
  "total_charge": 1,
  "e_tot_ha": -809.06443,
  "max_force_ha_per_bohr": 0.0946
}

[3]
{
  "formula": "C6H18NSi",
  "method": "wB97M-V/def2-TZVPD",
  "species": ["C", "C", "C", "C", "C", "C", "N", "Si", "H", "H", "H", "H", "H", "H", "H", "H", "H", "H", "H", "H", "H", "H", "H", "H", "H", "H"],
  "coordinates": [[-1.33790, -0.07116, -1.27625], [-1.37645, -0.78788, 0.96844], [-3.39695, -0.32366, 0.03209], [4.18979, -1.50437, -0.05956], [3.05957, 1.28597, -0.12776], [-1.68153, 1.42429, 0.36035], [-1.94956, 0.08063, 0.03005], [2.53846, -0.53170, -0.20421], [-1.78699, 0.58223, -1.95337], [-0.23192, -0.04871, -1.34280], [-1.70651, -1.00794, -1.59844], [-1.65206, -1.79331, 0.89921], [-0.23783, -0.74495, 0.85266], [-1.48289, -0.44358, 2.00264], [-3.83957, -0.09406, 1.04441], [-3.90097, 0.45301, -0.64716], [-3.60799, -1.43418, -0.08944], [3.99077, -2.54379, -0.06114], [4.82522, -1.21118, -0.88779], [4.88528, -1.23778, 0.75924], [3.23984, 1.65033, 0.84755], [3.88729, 1.44652, -0.87454], [2.09198, 1.67161, -0.42613], [-2.04283, 2.31269, -0.13973], [-1.95405, 1.51239, 1.40489], [-0.52221, 1.35860, 0.48681]],
  "e_homo_ev": -11.1,
  "total_charge": 1,
  "e_tot_ha": -583.27310,
  "max_force_ha_per_bohr": 0.1140
}

[4]
{
  "formula": "C6H18O2",
  "method": "wB97M-V/def2-TZVPD",
  "species": ["C", "C", "C", "C", "C", "C", "H", "H", "H", "H", "H", "H", "H", "H", "H", "H", "H", "H", "H", "H", "O", "H", "H", "O", "H", "H"],
  "coordinates": [[0.30030, -2.21194, 1.16210], [1.07354, -0.90687, 1.18058], [0.49041, 0.24892, 0.31686], [-0.23846, 1.20305, 1.26647], [1.52485, 0.83093, -0.62953], [1.03494, 2.13119, -1.33330], [-0.74571, -2.11314, 1.45582], [0.32430, -2.73239, 0.20212], [0.75018, -2.88594, 1.89724], [2.05182, -1.12150, 0.73913], [1.26351, -0.57835, 2.19738], [-0.30866, -0.19262, -0.28402], [-0.50706, 2.15766, 0.80161], [0.37140, 1.53435, 2.10886], [-1.20608, 0.83395, 1.60220], [2.40431, 1.16131, -0.07001], [1.84759, 0.07698, -1.34421], [1.54675, 3.01160, -0.94950], [1.38755, 2.07333, -2.36495], [-0.02879, 2.26947, -1.31180], [-2.93061, -0.48929, 0.43328], [-3.68125, -0.61400, -0.17138], [-2.22992, -0.24291, -0.17634], [-1.72358, -0.97257, -2.51372], [-1.03092, -1.63282, -2.65234], [-1.74044, -0.83839, -1.56253]],
  "e_homo_ev": -10.8,
  "total_charge": 0,
  "e_tot_ha": -389.85458,
  "max_force_ha_per_bohr": 0.0331
}

Energy relative to the best compared isomer or geometry (same formula, charge and spin)
In order: 18.89, 153.49, 72.89, 10.72
Unit: kcal per mole